1.
Here is a cluster of 2 separate species, CHPS2 in total from the Open Molecules 2025 dataset. Energies are from the ωB97M-V functional and the def2-TZVPD basis.

The calculated total energy comes out at -1176.3203 a.u. The calculation puts the HOMO energy (spin up / spin down) at -7.86 / -7.86 eV.

The geometry in XYZ format:
```
5
Properties=species:S:1:pos:R:3:mulliken_charge:R:1
C -0.383 -0.017 0.624 -0.384
P -0.995 -2.400 1.460 0.298
S -0.676 1.154 1.711 -0.113
S -1.594 -2.025 3.284 -0.141
H -0.385 0.140 -0.371 0.339
```

=====

2.
Here is an isolated molecule of C22H31N5O3S2 from the Open Molecules 2025 dataset. Energies are from the ωB97M-V functional and the def2-TZVPD basis.

The calculated total energy comes out at -2152.7897 a.u. The calculation puts the HOMO energy at -8.38 eV. For the energy above the lowest of the compared OMol25 structures with the same formula, charge and spin, the calculation gives 15.32 kcal per mole.

The geometry in XYZ format:
```
63
Properties=species:S:1:pos:R:3:mulliken_charge:R:1
C 1.827 2.658 0.000 -1.446
C 0.952 2.078 1.073 0.815
O 1.405 1.654 2.113 -0.651
C -0.508 1.998 0.782 0.288
C -1.354 1.559 1.801 -0.381
C -2.691 1.311 1.548 -0.865
C -3.180 1.507 0.270 0.335
S -4.813 0.885 -0.158 1.379
O -5.305 1.623 -1.282 -0.722
O -5.599 0.814 1.039 -0.735
N -4.600 -0.683 -0.674 0.247
C -4.265 -1.686 0.302 -1.468
C -2.754 -1.826 0.498 0.042
C -1.999 -2.004 -0.836 0.536
C -0.563 -1.704 -0.564 -0.438
N 0.046 -0.599 -0.891 -0.429
N 1.285 -0.612 -0.365 -0.209
C 1.414 -1.733 0.290 0.149
S 2.778 -2.271 1.210 -0.301
C 3.870 -0.833 1.033 -0.448
C 4.511 -0.783 -0.347 -0.706
N 5.701 0.035 -0.323 -0.031
C 6.515 -0.087 -1.520 -0.740
C 7.479 1.106 -1.461 -0.532
C 6.843 2.065 -0.440 -0.639
C 5.467 1.459 -0.173 -0.474
N 0.273 -2.482 0.193 0.189
C 0.060 -3.776 0.773 -1.062
C -2.495 -1.038 -1.922 -0.265
C -4.020 -0.925 -1.970 -1.392
C -2.380 2.030 -0.728 -1.347
C -1.042 2.277 -0.475 0.306
H 1.431 3.600 -0.369 0.539
H 2.830 2.809 0.392 0.308
H 1.865 1.937 -0.815 0.340
H -0.930 1.382 2.779 0.486
H -3.360 0.953 2.315 0.451
H -4.691 -2.638 -0.035 0.389
H -4.749 -1.396 1.235 0.476
H -2.560 -2.680 1.150 0.561
H -2.372 -0.933 0.992 -0.078
H -2.117 -3.038 -1.181 0.539
H 3.266 0.046 1.251 -0.087
H 4.637 -0.962 1.796 0.549
H 4.819 -1.795 -0.631 0.396
H 3.766 -0.429 -1.083 0.445
H 7.033 -1.048 -1.516 0.399
H 5.895 -0.032 -2.432 0.316
H 7.581 1.569 -2.441 0.290
H 8.467 0.791 -1.131 0.252
H 7.424 2.077 0.480 0.318
H 6.771 3.085 -0.815 0.343
H 5.098 1.679 0.829 0.398
H 4.733 1.824 -0.913 0.149
H 0.991 -4.342 0.731 0.421
H -0.240 -3.683 1.820 0.318
H -0.713 -4.304 0.218 0.385
H -2.056 -0.063 -1.721 -0.195
H -2.126 -1.372 -2.893 0.594
H -4.457 -1.852 -2.361 0.352
H -4.325 -0.099 -2.612 0.522
H -2.818 2.222 -1.695 0.435
H -0.416 2.639 -1.273 0.381
```

=====

3.
Here is a cluster of 2 separate species, C5H9F2P in total from the Open Molecules 2025 dataset. Energies are from the ωB97M-V functional and the def2-TZVPD basis.

The calculated total energy comes out at -736.8364 a.u. The calculation puts the HOMO energy at -8.19 eV. For the energy above the lowest of the compared OMol25 structures with the same formula, charge and spin, the calculation gives 58.99 kcal per mole.

The geometry in XYZ format:
```
17
Properties=species:S:1:pos:R:3:mulliken_charge:R:1
C 1.157 -0.743 0.709 -0.246
C 0.651 0.281 0.094 -0.052
C 1.132 -0.937 2.231 -1.013
C 0.641 0.477 -1.341 -1.155
C -1.498 0.615 -1.761 0.573
F -1.465 -0.193 -2.840 -0.255
F -1.467 1.925 -2.307 -0.271
P -2.566 0.224 -0.344 -0.085
H 1.648 -1.522 0.149 0.343
H 0.085 1.035 0.707 0.492
H 1.534 -1.936 2.501 0.309
H 0.082 -0.794 2.578 0.262
H 1.969 -0.339 2.793 0.254
H 0.851 1.323 -1.779 0.475
H 0.979 -0.366 -1.887 0.290
H -2.105 1.409 0.292 0.043
H -1.629 -0.460 0.206 0.035
```

=====

4.
Here is a structure of composition C8H16As4F30N2O8S2 from the Open Molecules 2025 dataset. Energies are from the ωB97M-V functional and the def2-TZVPD basis.

As for the total charge: -4. The calculated total energy comes out at -13761.8757 a.u. The calculation puts the HOMO energy at -3.81 eV. For the energy above the lowest of the compared OMol25 structures with the same formula, charge and spin, the calculation gives 0.00 kcal per mole.

The geometry in XYZ format:
```
70
Properties=species:S:1:pos:R:3:mulliken_charge:R:1
C 12.916 -14.109 7.115 -0.531
C 12.708 -14.363 8.544 0.709
O 12.565 -14.492 9.669 -0.059
N 17.028 -17.034 11.281 -0.536
H 17.026 -17.748 11.992 0.208
H 16.264 -16.418 11.556 0.196
C 16.807 -17.512 9.898 -0.639
H 12.273 -14.827 6.611 0.327
H 13.925 -14.380 6.882 0.314
H 12.702 -13.104 6.798 0.219
H 17.805 -17.949 9.565 0.266
H 16.695 -16.677 9.237 0.266
H 16.028 -18.263 9.733 0.241
C 11.868 -14.642 -0.769 -1.073
C 12.423 -14.358 0.572 0.681
O 12.678 -15.155 1.429 -0.512
N 12.788 -12.887 0.772 0.140
H 12.972 -12.743 1.754 0.374
H 13.658 -12.878 0.281 0.344
C 11.961 -11.814 0.146 -0.856
H 10.978 -14.064 -1.125 0.334
H 11.417 -15.657 -0.778 0.384
H 12.583 -14.628 -1.569 0.351
H 12.597 -10.927 0.257 0.338
H 11.006 -11.711 0.678 0.348
H 11.732 -12.038 -0.967 0.325
C 15.440 -11.601 -2.768 0.600
F 15.090 -12.750 -3.378 -0.233
F 16.248 -10.903 -3.565 -0.241
F 14.280 -10.938 -2.627 -0.237
S 16.257 -11.936 -1.097 1.028
O 17.278 -12.817 -1.447 -0.628
O 16.686 -10.642 -0.678 -0.669
O 15.164 -12.486 -0.324 -0.792
C 10.297 -10.297 7.123 0.556
F 9.576 -11.372 7.389 -0.234
F 9.750 -9.245 7.724 -0.238
F 11.516 -10.490 7.672 -0.255
S 10.442 -10.090 5.264 1.119
O 11.075 -8.764 5.146 -0.678
O 11.275 -11.206 4.951 -0.607
O 9.091 -10.133 4.794 -0.642
As 23.167 -16.679 4.827 1.962
F 23.837 -15.254 4.043 -0.488
F 24.093 -17.712 3.708 -0.508
F 22.554 -18.119 5.604 -0.487
F 22.228 -15.704 5.964 -0.501
F 21.789 -16.747 3.704 -0.491
F 24.469 -16.709 5.988 -0.488
As 7.309 -18.418 7.542 1.983
F 6.125 -19.447 6.688 -0.504
F 6.178 -17.063 7.265 -0.496
F 8.455 -17.355 8.364 -0.511
F 8.356 -19.808 7.850 -0.485
F 8.124 -18.072 5.979 -0.497
F 6.483 -18.788 9.051 -0.490
As 9.078 -13.974 -4.289 2.025
F 9.864 -12.655 -5.163 -0.498
F 10.561 -14.221 -3.182 -0.597
F 8.221 -15.288 -3.422 -0.507
F 7.743 -13.714 -5.348 -0.503
F 9.699 -15.158 -5.373 -0.458
F 8.545 -12.845 -3.082 -0.469
As 14.078 -23.926 -0.982 1.959
F 14.728 -25.393 -1.813 -0.523
F 12.617 -24.791 -0.917 -0.444
F 13.371 -22.471 -0.129 -0.517
F 15.642 -23.066 -1.174 -0.492
F 13.533 -23.224 -2.542 -0.502
F 14.582 -24.485 0.610 -0.481
```

=====

5.
Here is a cluster of 2 separate species, C3H9N2OP in total from the Open Molecules 2025 dataset. Energies are from the ωB97M-V functional and the def2-TZVPD basis.

The calculated total energy comes out at -645.6542 a.u. The calculation puts the HOMO energy (spin up / spin down) at -7.42 / -8.64 eV. For the energy above the lowest of the compared OMol25 structures with the same formula, charge and spin, the calculation gives 116.84 kcal per mole.

The geometry in XYZ format:
```
16
Properties=species:S:1:pos:R:3:mulliken_charge:R:1
C 0.672 -0.270 1.618 -0.512
C -0.535 -1.234 1.700 -0.406
C 0.580 0.456 0.277 -0.705
N -1.693 -0.630 1.100 -0.517
N 0.386 0.427 -2.980 -0.295
O -0.700 0.939 -2.384 -0.398
P -1.194 0.275 -0.179 0.422
H 0.597 0.454 2.432 0.276
H 1.616 -0.805 1.722 0.298
H -0.293 -2.191 1.219 0.245
H -0.786 -1.459 2.740 0.332
H 0.876 1.504 0.312 0.418
H 1.150 -0.041 -0.513 0.353
H 1.138 1.108 -3.018 0.225
H 0.150 0.049 -3.895 0.231
H -1.965 1.416 -0.150 0.033
```

=====

6.
Here is an isolated molecule of C19H24N2O4S from the Open Molecules 2025 dataset. Energies are from the ωB97M-V functional and the def2-TZVPD basis.

The calculated total energy comes out at -1546.9739 a.u. The calculation puts the HOMO energy at -8.80 eV. For the energy above the lowest of the compared OMol25 structures with the same formula, charge and spin, the calculation gives 97.78 kcal per mole.

The geometry in XYZ format:
```
50
Properties=species:S:1:pos:R:3:mulliken_charge:R:1
C -2.045 -2.114 1.450 -0.337
C -2.799 -1.197 1.307 0.244
C -3.703 -0.074 1.104 -1.201
N -3.997 0.160 -0.295 0.160
C -5.051 -0.653 -0.875 -0.937
C -4.683 -2.104 -0.901 0.055
C -5.427 -3.066 -0.390 -0.824
C -3.371 1.087 -1.062 0.399
O -3.699 1.305 -2.213 -0.675
C -2.248 1.833 -0.411 -0.342
C -2.334 3.207 -0.252 -0.652
C -1.268 3.894 0.308 -0.855
C -0.127 3.221 0.691 -0.517
C -0.025 1.839 0.513 -0.133
O 1.138 1.280 0.941 -0.337
C 1.363 -0.109 0.782 0.575
C 1.757 -0.454 -0.662 -0.511
C 3.090 0.205 -1.008 -0.989
N 4.095 -0.241 -0.070 0.047
S 5.678 -0.113 -0.594 1.082
C 5.920 -1.766 -1.291 -0.985
O 5.791 0.843 -1.657 -0.647
O 6.530 0.020 0.549 -0.673
C 3.805 0.172 1.285 -0.802
C 2.503 -0.487 1.734 -0.988
C -1.092 1.149 -0.047 0.750
H -1.397 -2.929 1.589 0.432
H -4.645 -0.288 1.623 0.440
H -3.259 0.827 1.540 0.397
H -5.188 -0.284 -1.898 0.363
H -5.982 -0.504 -0.315 0.363
H -3.740 -2.326 -1.382 0.365
H -5.135 -4.100 -0.440 0.274
H -6.369 -2.859 0.091 0.258
H -3.228 3.727 -0.562 0.522
H -1.329 4.963 0.443 0.386
H 0.708 3.743 1.130 0.475
H 0.457 -0.665 1.070 -0.259
H 1.845 -1.537 -0.751 0.511
H 0.993 -0.103 -1.357 0.385
H 3.418 -0.071 -2.011 0.617
H 2.981 1.298 -0.973 0.255
H 5.791 -2.477 -0.487 0.303
H 5.190 -1.917 -2.074 0.313
H 6.925 -1.816 -1.691 0.419
H 4.645 -0.137 1.906 0.502
H 3.697 1.263 1.350 0.309
H 2.618 -1.571 1.731 0.362
H 2.256 -0.157 2.742 0.459
H -1.053 0.083 -0.209 0.645
```

=====

7.
Here is an isolated molecule of C15H19N3O6S from the Open Molecules 2025 dataset. Energies are from the ωB97M-V functional and the def2-TZVPD basis.

The calculated total energy comes out at -1596.8939 a.u. The calculation puts the HOMO energy at -8.23 eV. For the energy above the lowest of the compared OMol25 structures with the same formula, charge and spin, the calculation gives 0.00 kcal per mole.

The geometry in XYZ format:
```
44
Properties=species:S:1:pos:R:3:mulliken_charge:R:1
C 2.661 1.509 2.247 -0.815
O 1.866 0.350 2.342 -0.435
C 1.629 -0.360 1.204 0.474
C 2.230 -0.130 -0.022 -0.593
C 1.828 -0.821 -1.158 -0.870
C 0.812 -1.757 -1.071 -0.818
N 0.166 -2.290 -2.202 -0.375
S -1.457 -1.822 -2.248 1.330
O -1.903 -1.832 -3.599 -0.723
O -2.184 -2.644 -1.323 -0.718
C -1.317 -0.143 -1.585 -0.157
C -1.713 0.281 -0.356 0.904
C -2.697 -0.449 0.487 -2.066
N -1.219 1.453 0.144 0.134
C -1.545 1.891 1.488 -1.151
C -0.280 2.221 -0.537 0.573
O 0.231 3.197 -0.035 -0.642
N 0.022 1.819 -1.810 0.040
C 0.975 2.637 -2.539 -1.119
C -0.382 0.612 -2.377 0.768
O 0.061 0.255 -3.450 -0.667
C 0.289 -2.089 0.179 0.336
C 0.678 -1.401 1.312 0.922
O 0.159 -1.615 2.554 -0.397
C -0.570 -2.804 2.766 -0.894
H 2.245 2.222 1.527 0.307
H 2.649 1.952 3.242 0.259
H 3.694 1.270 1.975 0.336
H 3.002 0.617 -0.115 0.420
H 2.280 -0.598 -2.113 0.342
H 0.603 -2.029 -3.077 0.474
H -2.917 -1.411 0.036 0.350
H -2.311 -0.591 1.493 0.461
H -3.620 0.127 0.557 0.521
H -1.094 2.873 1.626 0.397
H -2.623 1.965 1.617 0.344
H -1.125 1.205 2.226 0.333
H 1.970 2.532 -2.105 0.298
H 0.981 2.293 -3.570 0.379
H 0.672 3.680 -2.477 0.339
H -0.473 -2.847 0.214 0.489
H 0.018 -3.683 2.489 0.367
H -1.511 -2.815 2.209 0.287
H -0.780 -2.829 3.834 0.255
```

=====

8.
Here is a structure of composition CH6P2S from the Open Molecules 2025 dataset. Energies are from the ωB97M-V functional and the def2-TZVPD basis.

The calculated total energy comes out at -1122.3612 a.u. The calculation puts the HOMO energy (spin up / spin down) at -7.81 / -7.36 eV. For the energy above the lowest of the compared OMol25 structures with the same formula, charge and spin, the calculation gives 124.36 kcal per mole.

The geometry in XYZ format:
```
10
Properties=species:S:1:pos:R:3:mulliken_charge:R:1
C 0.487 -1.660 -0.196 -0.800
P 0.450 1.921 -1.442 -0.059
P -1.762 1.121 1.136 0.005
S 0.080 0.675 0.170 -0.224
H 1.378 -1.870 0.407 0.303
H -0.477 -2.004 0.205 0.301
H 0.813 -1.807 -1.238 0.304
H -0.921 2.118 -1.566 -0.008
H -1.293 0.272 1.952 -0.079
H 1.246 1.233 0.571 0.257
```